# 1
This record from OMol25 describes C13H16N6 in the gas phase. The level of theory is ωB97M-V with the def2-TZVPD basis set.

HOMO energy: -0.2636 Eh
LUMO level: 0.07 eV
SMILES string: CNc1nc2c(C)ccc3[nH]c(N(C)C)nc3c-2n1

Structure (ORCA input):
```
! RIJCOSX wB97M-V def2-TZVPD def2/J DEFGRID3
* xyz 0 1
H -0.728 -4.318 2.204
C -0.234 -1.416 2.825
H -2.114 -3.884 -2.527
C 1.664 3.779 -1.623
H 1.783 4.860 -1.866
C 1.112 2.237 0.196
H -2.357 -3.635 1.983
N -0.562 -1.195 -1.646
C -1.170 -2.371 -1.590
H -1.861 -3.308 -4.786
C 0.632 0.516 1.516
N 1.541 3.502 -0.194
C -0.771 -2.096 0.442
C 0.395 -0.185 2.705
N 1.139 1.787 1.500
H 0.680 0.274 3.657
C -1.557 -2.528 -4.066
C -0.770 -2.240 1.866
H 2.571 4.365 1.352
H 2.582 3.288 -1.989
N -1.768 -2.944 -2.686
H -1.552 -3.445 3.536
C -1.401 -3.474 2.440
N 0.682 1.328 -0.625
H 0.789 3.386 -2.172
H -0.535 -2.276 -4.284
H 1.723 5.554 0.324
C 1.656 4.569 0.768
C -0.317 -0.922 -0.343
H 1.483 2.313 2.281
C 0.307 0.227 0.170
H 0.793 4.544 1.491
H -2.167 -1.661 -4.280
H -0.333 -1.678 3.843
N -1.337 -2.953 -0.422
*
```

# 2
This record from OMol25 describes a molecular structure, C2H3N3O. The level of theory is ωB97M-V with the def2-TZVPD basis set.

HOMO energy: -0.3773 Eh
LUMO level: -0.07 eV

Structure (ORCA input):
```
! RIJCOSX wB97M-V def2-TZVPD def2/J DEFGRID3
* xyz 0 1
N 0.482 -0.914 0.288
H -2.441 -0.041 -0.443
O -1.906 -0.554 0.180
C 1.445 -0.099 -0.175
H 2.495 -0.350 -0.123
H -0.102 -0.157 1.246
N -0.314 1.106 -0.459
N 0.992 1.076 -0.637
C -0.651 -0.067 0.124
*
```

# 3
This record from OMol25 describes a molecular structure, C30H82N2NbO28P6S2. The level of theory is ωB97M-V with the def2-TZVPD basis set.

HOMO energy: -0.2051 Eh
LUMO level: -0.75 eV

Structure (ORCA input):
```
! RIJCOSX wB97M-V def2-TZVPD def2/J DEFGRID3
* xyz -1 1
C 1.348 5.707 3.205
H -3.507 -1.740 4.792
C 1.085 2.222 5.886
H 2.041 -2.085 -4.627
H -3.606 -7.629 1.899
H -2.598 -11.581 -3.618
H -4.615 2.180 5.421
O -4.009 -9.470 -3.796
H 5.673 14.031 4.305
O 0.079 0.771 -3.244
H 0.503 1.459 0.850
H -0.756 6.343 3.134
H -4.540 4.444 5.994
H 6.515 11.655 2.336
O 3.035 -4.467 -6.631
H -1.716 -7.310 -5.672
H -1.919 -7.107 -7.414
H 0.462 3.454 7.481
H 1.894 5.406 2.321
H 0.791 10.388 2.834
H -4.119 6.146 6.306
H -3.153 -3.456 5.085
C 5.022 -6.580 -10.424
O -0.594 4.297 3.612
C 1.481 11.216 2.701
H 1.999 1.970 6.438
H 2.284 -7.721 -6.228
H 4.236 -5.769 -7.926
H 2.045 7.866 5.534
H 5.466 -5.597 -10.265
C -2.115 4.493 7.581
H -6.294 6.530 6.546
C 5.611 14.070 3.221
C -2.429 -7.372 -6.493
H -3.667 -12.415 -4.803
H 7.631 -10.483 -7.735
C -0.146 5.464 2.951
H -5.682 -3.476 -0.411
O -1.536 1.410 4.041
H -5.914 5.008 4.211
H 1.636 5.027 3.991
H 1.375 4.284 6.224
C -1.344 7.255 5.817
H 2.356 -2.961 -3.088
H -4.471 -11.130 -2.675
P -3.767 -9.434 -5.394
H 0.122 3.042 0.195
H 2.238 7.637 2.680
C 5.086 -6.153 -7.381
C 2.559 7.289 4.780
O 4.567 13.261 2.696
H 0.509 -7.756 -6.333
H -3.253 -6.679 -6.320
P -0.410 0.116 -1.790
H -4.256 -6.768 0.514
O 4.868 10.945 3.374
H 1.284 -7.586 -4.752
O 3.812 -4.410 -4.400
H -6.215 -5.004 0.288
C -4.983 -10.326 -3.203
H 1.941 1.497 4.335
H -1.677 -0.076 1.253
O -5.104 -9.641 -5.987
O 7.707 -7.052 -8.272
H 7.830 -11.225 -9.337
H -2.201 -1.620 0.597
C -0.176 1.997 0.192
C -4.236 5.387 5.551
O 5.944 -7.614 -10.126
C 1.670 -2.825 -3.919
C -5.390 -4.291 0.249
H 6.209 -10.842 -8.752
H -1.370 4.219 8.315
C 4.518 -3.202 -4.675
C -1.464 -0.823 0.489
H 3.502 7.794 4.613
H 6.559 13.753 2.785
N -0.527 6.397 5.829
H -0.329 1.122 -5.229
S -2.360 8.452 5.973
P 2.553 -4.957 -5.301
O 5.333 -7.516 -7.784
C -2.752 -11.837 -4.665
O 1.419 -4.062 -4.594
H -2.445 5.492 7.845
O -3.724 -5.605 2.117
H -5.019 6.473 3.917
H 0.795 7.713 3.678
N -3.053 5.282 4.705
C 1.356 -7.323 -5.808
O -5.686 -5.262 3.568
H -4.178 2.796 3.797
H 1.817 11.222 1.664
O 1.460 2.304 4.513
H -6.309 7.742 5.251
C -4.262 -6.812 1.603
O -1.639 -0.231 -0.805
Nb -1.288 4.421 5.476
H 4.262 -2.467 -3.913
H -0.467 -1.229 0.637
O -0.068 1.549 -1.158
O 0.582 -0.967 -1.579
H 0.974 12.155 2.933
H -0.239 5.257 1.884
C 6.267 11.064 3.218
H 0.402 1.407 6.093
H 5.585 -3.405 -4.587
H -5.676 -10.742 -3.928
O -2.749 -10.681 -5.480
H 5.436 15.099 2.905
O 1.309 -5.887 -5.977
P 6.598 -7.933 -8.690
H -3.308 4.871 3.815
C 7.249 -10.513 -8.758
O -2.261 1.249 6.335
C 1.714 7.170 3.501
O -4.606 -3.053 3.624
C 0.595 3.549 6.412
S -2.286 2.041 5.116
H -1.915 -12.454 -4.985
O 2.609 11.013 3.587
C -6.438 6.699 5.490
H -5.536 -9.751 -2.463
O 7.374 -9.220 -9.388
H -4.490 -4.747 -0.161
H -2.936 3.789 7.671
H 4.826 -6.152 -6.330
H -1.748 1.187 -4.181
H -1.024 -0.389 -4.601
H -4.252 1.089 4.131
C -3.989 2.050 4.551
O -2.920 -8.731 -6.624
O 3.751 12.711 4.956
H -1.203 1.949 0.545
H 4.307 -2.801 -5.661
H -5.271 -7.010 1.959
P -4.650 -4.495 2.847
P 3.810 12.140 3.595
H 0.736 -2.457 -3.510
C -0.813 0.660 -4.373
H 4.103 -6.696 -9.852
O -5.141 -3.724 1.519
H -2.553 -2.641 3.614
H 6.733 11.474 4.115
C -5.434 5.847 4.698
H 5.942 -5.500 -7.536
H -7.447 6.452 5.186
C -3.379 -2.710 4.321
H 4.774 -6.671 -11.480
H 2.784 6.328 5.214
H 6.656 10.059 3.067
*
```

# 4
This record from OMol25 describes a molecular structure, C23H52F7GaN2O22PS7. The level of theory is ωB97M-V with the def2-TZVPD basis set.

HOMO energy: -0.2004 Eh
LUMO level: 1.19 eV

Structure (ORCA input):
```
! RIJCOSX wB97M-V def2-TZVPD def2/J DEFGRID3
* xyz -1 1
F -2.613 3.931 -3.723
H -4.360 3.447 -8.162
O -2.402 -1.359 6.406
H -2.950 -2.220 3.084
C -2.945 -2.366 4.162
H 2.850 -3.637 1.280
H -4.280 -6.016 7.205
H -1.861 1.285 8.461
O 3.580 0.003 0.534
N -5.074 8.351 -6.716
O -3.844 7.829 -7.059
S 1.921 2.733 6.973
H -2.381 -3.258 4.419
H 3.554 3.006 -8.339
H 3.164 4.906 8.637
H 1.086 -0.441 2.962
H 5.602 -4.018 -0.020
C 2.813 -0.810 -10.862
C -5.367 5.656 -5.328
H 1.983 0.897 5.546
H -4.847 -8.963 2.811
C -1.615 4.048 -4.587
H -6.584 -9.081 2.455
O 4.986 0.591 -10.471
P -3.794 4.720 -8.443
H 4.357 -7.847 2.296
H 0.791 6.022 7.062
S 2.365 0.409 1.174
O -0.753 -1.016 4.604
H 1.526 1.283 -2.887
H -3.495 -4.755 6.214
Ga -3.784 6.022 -6.484
H 3.292 6.031 7.294
C -2.331 0.775 7.620
H -3.404 0.698 7.801
C 1.318 5.199 7.542
C 3.452 2.388 -7.448
O -5.086 -7.653 5.145
C 1.834 0.708 -2.024
H 4.002 0.448 -6.723
S -2.160 -0.964 4.880
F -1.846 3.180 -5.561
H 6.047 -7.872 1.695
H -5.772 -7.516 2.444
O 2.793 1.762 -10.489
C 0.845 0.884 -0.890
S 3.585 0.616 -10.174
H 1.801 -0.882 -10.471
F 0.646 2.175 -5.263
F -0.596 2.686 -2.996
F 1.334 4.197 -5.433
H -2.921 -6.440 6.115
O 2.193 1.748 1.653
C -6.358 5.622 -4.617
H 4.792 -8.856 0.892
S -4.927 -6.082 4.944
C 4.911 -4.068 0.822
H 5.331 -3.459 1.621
C 3.543 -3.539 0.444
O -0.673 6.070 -6.168
S 4.621 -6.608 0.317
O 1.136 0.032 0.244
O -1.850 6.705 -4.140
O -2.922 0.202 4.569
O 3.379 0.235 -8.643
H 2.789 -0.671 -11.940
H 0.671 4.817 8.334
H -0.150 0.599 -1.224
O 3.231 -6.670 -0.011
C 2.639 5.695 8.099
H 1.966 -1.723 2.072
O 1.488 4.197 6.523
H -0.656 -0.533 7.198
O -5.007 9.490 -6.404
H 2.387 2.298 -7.237
H 3.610 -2.489 0.155
N -4.521 5.476 -9.651
C -0.323 3.730 -3.797
H 0.583 1.949 5.205
C 4.997 -7.928 1.421
H 2.471 6.521 8.791
H -2.195 1.395 6.736
O -4.257 -5.831 3.705
H 3.937 2.907 -6.621
H 3.397 -1.689 -10.604
H 1.911 -0.344 -2.304
H -4.856 6.372 -9.311
O 0.980 2.252 7.941
O 3.324 2.723 7.255
C -1.722 -0.599 7.426
C -6.135 -8.325 4.419
O -6.170 -5.447 5.252
H 2.831 1.042 -1.736
H 5.128 1.092 -7.906
H 2.224 2.428 4.664
F 1.885 3.011 -3.773
C 4.070 1.018 -7.649
C 2.022 -0.720 2.482
H -3.965 -2.425 4.534
C -5.816 -8.482 2.945
H -6.230 -9.307 4.880
C 1.645 1.925 5.436
H 3.119 -4.092 -0.394
O 4.867 -5.416 1.341
S -1.773 5.798 -5.262
O 5.614 -6.548 -0.711
H -7.031 5.736 -3.817
H -2.443 4.482 -8.811
C 0.892 3.287 -4.636
H -7.082 -7.804 4.568
H 0.791 1.925 -0.567
H 2.846 -0.651 3.190
C -3.789 -5.802 6.260
F -0.013 4.731 -3.016
H -1.820 -1.176 8.344
*
```

# 5
This record from OMol25 describes 5 unconnected molecules or ions with the total composition C4H23B2O5. The level of theory is ωB97M-V with the def2-TZVPD basis set.

HOMO energy: -0.2034 Eh
LUMO level: 2.63 eV

Structure (ORCA input):
```
! RIJCOSX wB97M-V def2-TZVPD def2/J DEFGRID3
* xyz -1 1
H 0.644 2.481 -1.653
H 0.702 4.378 -0.811
H 2.186 1.231 3.634
C 1.310 -0.624 -3.682
H -0.150 -2.382 2.726
C 0.916 -0.485 -2.239
H 0.435 2.764 0.313
H -1.063 -2.860 1.240
H 1.202 -1.278 -1.545
H 1.925 0.360 1.836
C -0.726 -2.026 1.865
H -1.043 0.494 0.753
H -0.947 -1.090 -2.704
H -0.927 3.342 -0.976
O -0.533 -0.416 -2.158
H 1.795 -2.470 -3.994
H 1.380 -0.533 3.578
H -1.711 -0.402 2.944
B 1.490 0.511 2.955
H -1.081 0.403 -0.811
H 0.576 -0.617 1.658
H -0.554 1.801 -0.220
H -3.608 -0.672 1.503
B 0.279 3.255 -0.789
O -2.726 -0.941 1.235
O -1.237 1.020 -0.051
H 2.392 -0.521 -3.797
O 1.009 -1.948 -4.170
C -1.940 -1.306 2.365
H 0.399 1.055 2.875
H 0.775 0.162 -4.210
O 0.083 -1.214 1.038
H 1.219 0.468 -1.801
H -2.467 -1.941 3.093
*
```

# 6
This record from OMol25 describes 2 unconnected molecules or ions with the total composition C3H5BrClFO. The level of theory is ωB97M-V with the def2-TZVPD basis set.

HOMO energy: -0.3761 Eh
LUMO level: -0.09 eV

Structure (ORCA input):
```
! RIJCOSX wB97M-V def2-TZVPD def2/J DEFGRID3
* xyz 0 1
C -0.050 -0.808 -0.370
H -0.938 1.062 -0.915
Cl -0.330 -1.517 2.265
H 2.858 -1.019 0.701
C -0.603 0.555 -0.014
H -0.821 -1.450 -0.816
H 0.166 1.153 0.469
F 0.986 -2.761 0.498
C 0.522 -1.555 0.791
O 2.226 -0.641 1.316
H -1.448 0.448 0.663
Br 1.324 -0.652 -1.759
*
```

# 7
This record from OMol25 describes C3H5ClO in the gas phase. The level of theory is ωB97M-V with the def2-TZVPD basis set.

HOMO energy: -0.3247 Eh
LUMO level: 0.94 eV
SMILES string: CO/C=C\Cl

Structure (ORCA input):
```
! RIJCOSX wB97M-V def2-TZVPD def2/J DEFGRID3
* xyz 0 1
H -1.396 1.875 0.319
C 0.686 1.191 0.032
O 1.490 0.216 -0.325
Cl -1.446 -0.513 -0.067
H 1.100 2.222 0.121
H 1.038 -1.717 -0.558
H 0.793 -1.121 1.108
H 2.526 -1.368 0.413
C -0.677 1.091 0.159
C 1.424 -1.097 0.199
*
```

# 8
This record from OMol25 describes a gas-phase ion, C3H8O (charge +1). The level of theory is ωB97M-V with the def2-TZVPD basis set.

HOMO energy (alpha / beta): -0.6089 / -0.6065 Eh
LUMO level (alpha / beta): -4.17 / -10.54 eV

Structure (ORCA input):
```
! RIJCOSX wB97M-V def2-TZVPD def2/J DEFGRID3
* xyz 1 2
O -0.737 -2.107 -0.260
H 0.945 -1.109 -0.918
H -1.509 -2.292 -0.869
H 0.575 -0.315 1.316
H -1.117 0.246 1.008
H 1.459 1.486 -0.378
C -0.079 -0.895 -0.635
H -0.681 -0.540 -1.507
C 0.526 1.439 0.323
C -0.115 0.075 0.528
H 0.932 1.759 1.264
H -0.197 2.254 0.128
*
```

| no. | energy (hartree) |
| --- | --- |
| 1 | -833.5196 |
| 2 | -317.4120 |
| 3 | -6309.9760 |
| 4 | -8424.7185 |
| 5 | -591.9690 |
| 6 | -3326.5488 |
| 7 | -652.6781 |
| 8 | -193.9248 |